Density functional theory data (ωB97M-V with the def2-TZVPD basis set) for one molecule with the formula C3H7N3 at a distorted geometry.

ORCA input file:
```
! wB97M-V def2-TZVPD RIJCOSX def2/J DEFGRID3
* xyz 0 1
C -1.03172 -0.03129 -0.08446
C 1.52168 -0.61846 -0.18047
C 2.18519 0.49148 0.29713
H 0.21187 1.53885 -0.65032
H -1.53488 1.87274 -0.50924
H -2.29029 -1.37678 0.30945
H -0.16918 -1.92182 -0.08068
H 2.14019 -1.50942 -0.55099
H 3.31065 0.29436 0.07757
H 1.77313 1.38821 0.73687
N -0.71130 1.33058 -0.11015
N -2.17514 -0.33750 0.23710
N 0.10182 -0.89831 -0.05921
*
```

As for the energy relative to the best compared isomer or geometry (same formula, charge and spin): 120.45 kJ/mol. The HOMO energy is -8.59 eV. The structure (SMILES) is [H]/N=C(/N)NC=C. For the total energy, the calculation gives -7693.4310 eV. The calculation puts the frontier orbital gap at 9.39 eV. For the largest force on an atom, the calculation gives 4.6 eV/Å.

Atomic partial charges in e from the Mulliken method, atoms 1 to 4: 0.44 -0.11 -0.77 0.24

Density functional theory data (ωB97M-V with the def2-TZVPD basis set) for C21H30N4O as an isolated structure at a distorted geometry.

ORCA input file:
```
! wB97M-V def2-TZVPD RIJCOSX def2/J DEFGRID3
* xyz 0 1
C -0.51346 -2.79766 -3.20904
C 0.76025 -1.91118 -2.91877
C 1.23402 -2.07708 -1.51394
C 2.24971 -1.25354 -1.12395
O 2.65119 -0.55211 -2.00791
N 2.69308 -1.49119 0.18863
C 2.03712 -2.21209 1.41599
H 2.82799 -2.76207 1.56516
C 1.64772 -0.99827 2.20426
N 1.69628 0.24258 1.67992
C 0.50497 0.77186 0.92963
N -0.48447 -0.26685 0.77105
C -1.48228 -0.37935 0.06973
C -1.70096 1.04281 -0.51679
C -0.78002 1.95045 -0.63250
C 0.31742 1.78794 0.37775
C 1.28032 2.76627 0.42266
N 1.82574 3.83964 0.54530
C -1.07988 3.23886 -1.40906
H -1.03171 4.13521 -0.73701
H -0.65474 3.11806 -2.36555
C -2.79335 2.96040 -1.45341
H -2.99582 3.33516 -2.53220
H -3.33616 3.42844 -0.68006
C -2.85777 1.51533 -1.69792
H -3.74911 1.10791 -1.05936
H -2.73575 0.65359 -2.42181
C -2.47298 -1.14443 0.22672
H -3.07924 -1.45095 -0.59976
H -1.96684 -2.27809 0.57822
C -3.56295 -0.91213 1.28416
C -4.74619 -2.05581 1.09377
H -5.43802 -1.79650 1.99983
H -4.36362 -3.17065 1.33692
H -5.22255 -2.03686 0.24694
C -2.91151 -0.87019 2.76427
H -3.66271 -0.80194 3.31038
H -2.12071 -0.35904 3.06540
H -2.60313 -2.03020 2.95654
H -4.09139 0.11101 1.26298
C 3.06530 0.65168 1.47097
H 2.77528 1.66048 0.88785
H 3.43030 0.98737 2.24188
C 3.67242 -0.57137 0.61603
H 4.31447 -0.87447 1.18940
H 4.41707 -0.12055 -0.29291
H 0.79777 -1.36561 2.74067
H 2.55505 -1.12028 3.15612
H 1.28828 -2.55399 0.80766
H 0.10371 -1.95387 -0.75587
H 1.45263 -3.14928 -1.43704
H 1.46314 -2.01815 -3.65408
H 0.50313 -0.79176 -3.09620
H -0.82119 -2.67573 -4.21245
H -1.28896 -2.69802 -2.50802
H -0.23887 -3.75052 -3.02106
*
```

As for the energy relative to the best compared isomer or geometry (same formula, charge and spin): 1841.73 kJ/mol. The HOMO energy is -8.25 eV. For the total energy, the calculation gives -30254.6861 eV. The calculation puts the frontier orbital gap at 8.57 eV. For the largest force on an atom, the calculation gives 19.2 eV/Å.

Atomic partial charges in e from the Mulliken method, atoms 1 to 4: -1.59 -0.62 0.40 0.30

Density functional theory data (ωB97M-V with the def2-TZVPD basis set) for C4H7N3S2 as an isolated structure at a distorted geometry.

ORCA input file:
```
! wB97M-V def2-TZVPD RIJCOSX def2/J DEFGRID3
* xyz 0 1
C -0.24273 0.48498 0.17243
C -2.50377 0.44306 0.03553
C -0.31763 -2.31153 -0.13906
C 1.36010 2.60163 0.49231
N -1.29806 1.13765 0.05448
N -2.22075 -0.86487 0.31379
N -0.96076 -1.17658 0.50783
S -3.91390 1.15295 -0.28661
S 1.33561 0.76143 0.62727
H -1.04100 -3.05696 -0.20315
H 0.13384 -1.91948 -1.12579
H 0.56291 -2.65540 0.48262
H 1.78425 3.05290 1.37106
H 0.25667 2.65503 0.23552
H 1.97737 2.89411 -0.41384
H -2.90504 -1.47347 0.79428
*
```

As for the energy relative to the best compared isomer or geometry (same formula, charge and spin): 316.72 kJ/mol. The HOMO energy (alpha / beta) is -7.65 / -7.65 eV. For the total energy, the calculation gives -30398.7111 eV. The calculation puts the frontier orbital gap (alpha / beta) at 7.57 / 7.57 eV. For the largest force on an atom, the calculation gives 6.5 eV/Å.

Atomic partial charges in e from the Mulliken method, atoms 1 to 4: 0.59 0.03 -0.70 -0.69

Density functional theory data (ωB97M-V with the def2-TZVPD basis set) for C11H33MgNO8Pt2 as an isolated structure at a distorted geometry.

ORCA input file:
```
! wB97M-V def2-TZVPD RIJCOSX def2/J DEFGRID3
* xyz 4 5
Pt 13.41861 -24.30973 4.77120
Pt 16.72222 -25.63823 3.85599
Mg 14.25263 -25.04963 1.28294
O 14.64568 -26.41932 4.85937
C 14.19998 -27.52372 4.15012
C 14.80493 -27.68729 2.65270
O 15.42508 -26.53567 1.97371
H 13.11955 -27.39892 4.07796
H 14.23256 -28.43623 4.74541
H 14.10485 -28.12791 1.94290
H 15.52088 -28.49851 2.78477
C 9.93045 -28.65788 6.48476
C 9.35626 -29.29436 5.14771
C 9.45802 -28.25027 3.98869
C 9.28740 -28.82605 2.47538
C 10.40735 -29.79169 2.21394
C 10.45213 -30.94966 3.30805
N 10.32101 -30.39599 4.70160
O 10.47336 -31.36115 5.70211
C 9.36847 -31.93424 3.05257
C 11.81182 -31.64625 3.21299
C 7.79284 -29.65407 5.29997
H 9.24359 -27.84024 6.70335
H 10.90508 -28.22010 6.26899
H 10.13297 -29.35011 7.30201
H 8.76276 -27.41285 4.04734
H 10.41273 -27.72449 3.97589
H 9.34356 -28.12281 1.64448
H 8.29525 -29.26959 2.39155
H 11.27261 -29.15263 2.39006
H 10.36857 -30.11506 1.17373
H 8.46023 -31.33962 3.15070
H 9.57784 -32.53102 2.16481
H 9.33150 -32.73274 3.79362
H 12.00753 -32.45885 3.91262
H 12.04029 -32.16493 2.28193
H 12.69749 -31.01954 3.31743
H 7.65867 -30.70419 5.04044
H 7.17796 -29.11290 4.58083
H 7.33436 -29.37073 6.24739
H 9.58558 -31.71551 5.79093
O 17.60692 -26.79455 0.15622
H 18.13997 -26.11613 0.57076
H 16.80108 -26.81537 0.67238
O 14.25233 -27.66390 7.50022
H 14.25395 -27.32281 6.60585
H 13.79084 -28.50014 7.43731
O 11.67967 -25.19714 5.72004
H 10.91029 -25.03018 6.26448
H 11.60865 -26.12132 5.48116
O 12.84034 -29.99965 7.18443
H 12.11635 -30.11516 6.56903
H 13.61928 -30.25216 6.68873
O 13.42449 -28.79425 -0.42509
H 13.47695 -28.12496 0.25720
H 12.48768 -28.88794 -0.59784
*
```

The HOMO energy (alpha / beta) is -20.94 / -20.93 eV. For the total energy, the calculation gives -41692.9535 eV. The calculation puts the frontier orbital gap (alpha / beta) at 4.77 / 3.09 eV. For the largest force on an atom, the calculation gives 3.5 eV/Å.

Atomic partial charges in e from the Mulliken method, atoms 1 to 4: 0.97 1.19 1.10 -1.06